{"formula": "C22H43FNO28S8", "method": "wB97M-V/def2-TZVPD", "charge": 1, "spin_multiplicity": 1, "e_tot_ha": -6310.22880, "e_homo_ha": -0.3883, "homo_lumo_gap_ev": 6.769, "molar_mass_g_mol": 1045.1, "species": ["C", "C", "C", "O", "C", "O", "C", "S", "N", "C", "C", "C", "F", "O", "C", "O", "C", "S", "H", "H", "H", "H", "H", "H", "H", "H", "H", "H", "H", "H", "H", "H", "H", "H", "H", "H", "H", "C", "C", "O", "S", "O", "O", "O", "H", "H", "H", "H", "C", "C", "O", "S", "O", "O", "O", "H", "H", "H", "H", "C", "C", "O", "S", "O", "O", "O", "H", "H", "H", "H", "C", "C", "O", "S", "O", "O", "O", "H", "H", "H", "H", "C", "C", "O", "S", "O", "O", "O", "H", "H", "H", "H", "C", "C", "O", "S", "O", "O", "O", "H", "H", "H", "H"], "positions_angstrom": [[1.6443, 3.1046, 0.6588], [1.5650, 1.8069, -0.3560], [0.3402, 0.7756, 0.0524], [0.9279, -0.5625, 0.1271], [-0.0792, -1.5934, 0.2796], [-0.4043, -1.9587, 1.4933], [-0.8169, -2.3904, -0.9289], [-1.6123, -1.2992, -2.2170], [-3.3561, -1.4622, -2.2155], [-4.1269, -0.1620, -2.2688], [-3.3956, 1.1068, -1.5721], [-2.5380, 2.0353, -2.6341], [-3.3015, 2.3350, -3.8411], [2.8498, 1.1090, -0.2041], [3.4124, 0.7335, -1.4824], [3.6874, 1.6357, -2.3894], [3.7902, -0.8018, -1.8547], [4.9850, -0.9051, -3.2807], [2.3152, 2.7741, 1.5536], [0.6010, 3.4917, 0.9772], [2.1973, 3.9475, 0.0796], [1.3711, 2.2164, -1.4219], [-0.1372, 1.1430, 1.0437], [-0.4655, 0.8832, -0.7869], [0.0008, -3.0786, -1.4218], [-1.6182, -3.1212, -0.4805], [-3.6053, -1.9966, -3.0900], [-3.6976, -2.0066, -1.3898], [-5.1197, -0.3448, -1.6659], [-4.4846, 0.1220, -3.3490], [-2.7791, 0.8448, -0.6208], [-4.2563, 1.8163, -1.1974], [-2.2488, 2.9916, -2.0519], [-1.5474, 1.4999, -2.9714], [4.3220, -1.2633, -0.9122], [2.8535, -1.4621, -2.0511], [4.6661, 0.0666, -4.2310], [-9.2699, -1.4391, 0.9537], [-8.4316, -0.5627, 1.8736], [-7.1426, -0.5052, 1.2595], [-7.3226, -0.5847, -0.3529], [-7.2838, 0.7548, -0.8766], [-6.4840, -1.6438, -0.8525], [-8.8651, -1.0926, -0.3721], [-9.0505, -2.4996, 1.1106], [-10.3402, -1.2674, 1.0833], [-8.3595, -0.9688, 2.8836], [-8.8293, 0.4546, 1.9190], [-6.1498, 3.3937, 2.3511], [-7.0822, 4.4826, 2.8667], [-8.0401, 3.8002, 3.6737], [-7.3268, 2.5148, 4.3701], [-6.9334, 2.8852, 5.7012], [-8.1150, 1.3483, 4.0842], [-5.9941, 2.4814, 3.4376], [-6.6006, 2.8522, 1.5135], [-5.1798, 3.7917, 2.0456], [-7.5757, 5.0250, 2.0585], [-6.5459, 5.1913, 3.5055], [-14.0786, 1.1776, 0.5770], [-14.1908, -0.1817, 1.2556], [-12.9401, -0.3715, 1.9164], [-12.3687, 1.0755, 2.3934], [-12.7146, 1.2623, 3.7750], [-11.0274, 1.2195, 1.8971], [-13.3568, 2.0008, 1.4932], [-13.4994, 1.1097, -0.3488], [-15.0563, 1.6133, 0.3619], [-14.3772, -0.9880, 0.5442], [-14.9777, -0.1792, 2.0163], [8.9807, -1.3636, -3.5111], [9.0125, -0.8020, -4.9203], [10.3931, -0.6868, -5.2407], [11.2163, -1.8745, -4.4833], [11.4068, -2.9539, -5.4164], [12.3112, -1.2680, -3.7533], [10.0499, -2.3066, -3.4545], [9.1766, -0.5824, -2.7698], [8.0299, -1.8497, -3.2829], [8.5160, 0.1672, -4.9950], [8.5581, -1.4989, -5.6318], [11.7669, -0.6493, 1.4734], [13.0944, -1.2466, 1.0216], [12.7660, -2.0886, -0.0837], [11.4969, -1.4502, -0.8765], [12.0135, -0.6866, -2.0032], [10.4887, -2.4607, -0.9840], [11.0363, -0.3944, 0.2742], [11.1968, -1.3646, 2.0738], [11.9019, 0.2739, 2.0407], [13.5829, -1.8201, 1.8111], [13.7756, -0.4684, 0.6630], [6.7133, -2.6609, 2.3785], [7.6040, -1.8259, 1.4666], [8.0518, -0.7408, 2.2771], [8.1883, -1.2502, 3.8164], [9.5647, -1.5891, 4.0567], [7.4451, -0.3559, 4.6586], [7.3464, -2.6328, 3.6570], [5.7205, -2.2114, 2.4801], [6.6114, -3.6895, 2.0262], [7.0714, -1.4567, 0.5882], [8.4833, -2.3936, 1.1461]], "forces_ev_per_a": [[0.6, -0.6, -0.8], [-0.8, 1.3, 1.0], [0.2, 1.9, -0.5], [-3.2, -1.6, -0.7], [-1.5, -0.8, 6.2], [1.8, 1.9, -7.0], [0.6, -1.2, 0.9], [2.1, 0.0, -0.2], [-1.2, -1.3, -0.2], [-2.2, 2.7, 0.8], [-0.7, 1.1, -0.8], [0.6, -0.8, 0.6], [1.2, -0.6, 2.5], [-0.2, -0.8, -3.4], [1.3, 3.7, -3.9], [-2.0, -4.6, 5.2], [-0.6, 0.5, 1.6], [-0.2, 0.1, 0.1], [-1.5, 0.7, -1.5], [1.8, -0.8, -0.4], [-1.0, -1.5, 1.1], [0.7, -1.0, 1.7], [0.9, -1.1, -1.4], [1.4, -0.5, 1.5], [-1.7, 1.5, 0.5], [1.6, 1.6, -0.6], [0.2, 0.3, 1.3], [0.2, 0.4, -0.7], [2.2, 0.1, -1.4], [1.2, -0.8, 1.9], [-0.9, 0.3, -1.8], [1.5, -1.6, -0.8], [-0.7, -1.3, -1.4], [-2.0, 1.0, 0.5], [-0.9, 0.8, -2.0], [1.5, 1.5, 0.4], [-0.3, -0.7, 1.4], [0.0, -0.5, 0.9], [-1.2, 0.4, 0.2], [0.6, -0.6, -1.7], [-1.8, 0.3, 1.6], [0.6, -1.3, -0.1], [0.0, 0.8, 0.0], [1.4, 0.7, -0.5], [0.0, 0.1, 0.0], [0.2, 0.2, -0.2], [0.3, 0.1, -0.2], [0.0, -0.3, 0.1], [-0.3, 0.1, -0.6], [0.6, 0.4, 0.0], [0.3, -1.1, 0.0], [0.0, 0.4, 0.5], [-0.4, -0.7, -1.3], [0.7, 1.0, 0.5], [-0.5, 0.2, 0.6], [0.0, 0.1, 0.0], [0.0, -0.1, 0.3], [-0.2, -0.2, 0.2], [0.0, 0.0, -0.1], [-0.1, -0.4, -0.6], [-0.8, 0.2, 0.1], [0.8, 0.8, -0.1], [-0.6, 0.2, 0.5], [0.7, 0.0, -1.4], [-1.0, -0.3, 0.6], [0.5, -0.6, 0.8], [-0.1, 0.0, 0.0], [0.2, 0.1, 0.2], [0.3, 0.0, 0.2], [0.0, 0.0, -0.1], [-0.2, 0.5, 0.3], [-0.5, -0.3, -0.2], [0.4, -0.2, 0.7], [1.7, 0.4, -0.6], [-0.2, 0.7, 1.0], [-1.1, -2.8, -6.7], [0.2, 0.1, -1.2], [-0.1, 0.0, -0.1], [0.3, -0.1, 0.0], [0.3, 0.0, 0.0], [-0.1, 0.0, 0.1], [0.1, -0.4, 0.7], [0.2, 0.7, 0.1], [-1.0, 0.0, -0.3], [1.5, 1.5, -0.2], [-2.3, 0.0, 7.1], [0.6, 0.6, 0.2], [0.2, -0.3, -0.5], [0.1, 0.1, 0.1], [-0.1, 0.0, -0.3], [-0.1, -0.1, -0.3], [0.0, 0.0, 0.1], [-0.5, 0.2, -0.4], [0.3, -0.7, -0.2], [-0.3, -0.1, 1.0], [0.0, 0.1, 0.1], [-1.3, 0.4, 0.0], [1.0, -0.8, -0.8], [0.7, 0.6, -0.1], [0.0, 0.0, 0.0], [0.2, 0.1, 0.2], [0.1, 0.2, 0.2], [-0.1, 0.0, -0.1]], "lowdin_charge": [-0.04, -0.27, -0.11, -0.08, -0.33, 0.06, -0.31, 0.98, -0.26, -0.18, -0.16, -0.16, -0.10, -0.06, -0.33, -0.01, -0.45, 0.67, 0.11, 0.09, 0.10, 0.15, 0.15, 0.09, 0.12, 0.13, 0.16, 0.16, 0.09, 0.17, 0.11, 0.14, 0.13, 0.10, 0.10, 0.08, -0.10, -0.15, -0.18, -0.18, 0.66, -0.23, -0.27, -0.17, 0.14, 0.12, 0.14, 0.09, -0.17, -0.17, -0.18, 0.67, -0.21, -0.23, -0.19, 0.12, 0.13, 0.14, 0.14, -0.17, -0.17, -0.20, 0.67, -0.21, -0.24, -0.18, 0.13, 0.14, 0.14, 0.14, -0.18, -0.18, -0.18, 0.70, -0.23, -0.27, -0.22, 0.13, 0.11, 0.14, 0.13, -0.17, -0.16, -0.18, 0.71, -0.26, -0.23, -0.20, 0.11, 0.14, 0.14, 0.13, -0.17, -0.17, -0.19, 0.67, -0.23, -0.22, -0.19, 0.13, 0.14, 0.13, 0.13]}